one | {"formula": "C5H10N", "method": "wB97M-V/def2-TZVPD", "symbols": ["C", "N", "C", "C", "C", "C", "H", "H", "H", "H", "H", "H", "H", "H", "H", "H"], "coordinates": [[0.8571, -2.0093, 0.3588], [0.8489, -0.7151, 0.0038], [1.0525, 0.1695, -1.5676], [-0.0554, 1.0162, -0.9733], [-0.0113, 0.5054, 0.4734], [-1.2654, 0.4233, 1.2595], [0.0390, -2.3186, 1.0485], [1.6754, -2.6036, 0.0247], [0.8140, -0.4516, -2.4042], [2.1008, 0.5796, -1.5265], [0.0779, 2.1002, -1.1560], [-0.9519, 0.5619, -1.3965], [0.5878, 1.1722, 0.9970], [-1.1114, 0.8157, 2.2893], [-1.7675, -0.4753, 1.3776], [-1.9654, 1.1313, 0.9062]], "lowdin_charge": [0.196, 0.027, 0.102, -0.140, -0.283, -0.026, 0.123, 0.099, 0.105, 0.135, 0.145, 0.126, 0.128, 0.112, 0.063, 0.086], "smiles": "C=[N+]1CC[C@H]1C", "spin_multiplicity": 1, "charge": 1, "orbital_gap_ev": 10.7}

---

two | {"formula": "C5H10N", "method": "wB97M-V/def2-TZVPD", "symbols": ["C", "C", "C", "C", "C", "N", "H", "H", "H", "H", "H", "H", "H", "H", "H", "H"], "coordinates": [[-0.2328, 0.6918, 1.7181], [1.1518, 1.2061, 1.9247], [0.6294, -0.2705, 1.8842], [-0.6797, 0.4748, -1.6125], [-0.2447, -1.8312, -1.4995], [-0.3064, -0.7106, -0.9533], [-1.2288, 1.0077, 1.2221], [1.7091, 1.8291, 1.2057], [0.8723, -1.3393, 1.7472], [-0.9099, 0.3488, -2.6780], [-1.5229, 0.8347, -1.0079], [-0.0045, 1.3538, -1.5424], [1.3126, 1.5548, 2.9047], [-0.0214, -2.6542, -0.8667], [-0.2123, -2.0696, -2.4981], [-0.3118, -0.4261, 0.0517]], "lowdin_charge": [-0.119, -0.095, -0.033, -0.035, 0.193, -0.005, 0.138, 0.098, 0.115, 0.120, 0.108, 0.131, 0.063, 0.119, 0.108, 0.095], "spin_multiplicity": 1, "charge": 1, "orbital_gap_ev": 8.8}

---

Stability summary: most stable one, least stable two.

---

one | {"formula": "C31H37BaBrN3O2", "method": "wB97M-V/def2-TZVPD", "symbols": ["Ba", "C", "C", "C", "C", "C", "C", "C", "C", "C", "C", "C", "C", "N", "C", "O", "C", "C", "C", "C", "C", "N", "C", "O", "N", "C", "C", "C", "C", "C", "C", "C", "C", "C", "C", "C", "C", "H", "H", "H", "H", "H", "H", "H", "H", "H", "H", "H", "H", "H", "H", "H", "H", "H", "H", "H", "H", "H", "H", "H", "H", "H", "H", "H", "H", "H", "H", "H", "H", "H", "H", "H", "H", "H", "Br"], "coordinates": [[-0.6298, 0.0196, 0.0694], [0.4941, -2.0204, -4.4609], [-0.3941, -1.1549, -3.5680], [-0.5980, 0.2401, -4.1657], [-1.7138, -1.8451, -3.2787], [-2.6577, -1.9328, -4.2942], [-3.8871, -2.5247, -4.0773], [-4.1798, -3.0312, -2.8231], [-3.2622, -2.9753, -1.7815], [-3.6737, -3.5579, -0.4389], [-3.6799, -2.5337, 0.6979], [-2.8666, -4.7993, -0.0600], [-2.0092, -2.3874, -2.0163], [-1.0611, -2.2394, -0.9733], [-0.0071, -3.0480, -1.0131], [0.1959, -4.0390, -1.7230], [1.1496, -2.5919, -0.1191], [2.3996, -3.1641, -0.2924], [3.4698, -2.6478, 0.4193], [3.2776, -1.5585, 1.2508], [2.0033, -1.0165, 1.3572], [0.9605, -1.5539, 0.7104], [1.8582, 0.2966, 2.1399], [2.5706, 0.4219, 3.1381], [1.0566, 1.1987, 1.5616], [1.2455, 2.5345, 1.9959], [0.2107, 3.2448, 2.6251], [0.4348, 4.5581, 3.0281], [1.6408, 5.1894, 2.7973], [2.6394, 4.5026, 2.1295], [2.4631, 3.1911, 1.7170], [3.5911, 2.5210, 0.9560], [4.8336, 2.3582, 1.8296], [3.9217, 3.2835, -0.3297], [-1.1504, 2.6391, 2.9086], [-1.3360, 2.3912, 4.4066], [-2.2894, 3.4933, 2.3485], [1.4692, -1.5515, -4.6090], [0.0289, -2.1446, -5.4401], [0.6366, -3.0047, -4.0178], [0.1351, -1.0215, -2.6203], [-0.9969, 0.1808, -5.1792], [0.3546, 0.7736, -4.2219], [-1.2965, 0.8284, -3.5656], [-2.4298, -1.5202, -5.2690], [-4.6179, -2.5785, -4.8737], [-5.1476, -3.4827, -2.6399], [-4.7122, -3.8829, -0.5740], [-2.6577, -2.2821, 0.9844], [-4.1762, -2.9509, 1.5770], [-4.1879, -1.6138, 0.4080], [-1.8182, -4.5571, 0.0992], [-2.9127, -5.5505, -0.8477], [-3.2627, -5.2358, 0.8595], [2.4887, -3.9883, -0.9851], [4.4583, -3.0786, 0.3079], [4.0793, -1.1044, 1.8144], [-0.3577, 5.0957, 3.5321], [1.7979, 6.2108, 3.1213], [3.5799, 4.9994, 1.9233], [3.2562, 1.5269, 0.6583], [5.2410, 3.3332, 2.1073], [5.6126, 1.8140, 1.2900], [4.5861, 1.8134, 2.7385], [4.2818, 4.2909, -0.1124], [3.0422, 3.3764, -0.9685], [4.7019, 2.7649, -0.8916], [-1.2061, 1.6643, 2.4178], [-1.3353, 3.3354, 4.9552], [-0.5303, 1.7729, 4.8023], [-2.2870, 1.8921, 4.5978], [-2.3248, 4.4690, 2.8365], [-3.2481, 2.9984, 2.5081], [-2.1804, 3.6427, 1.2750], [-3.0849, 1.3033, -0.6691]], "lowdin_charge": [1.649, -0.054, -0.383, -0.067, -0.139, -0.044, -0.087, -0.045, -0.133, -0.367, -0.075, -0.057, -0.186, -0.139, -0.550, 0.010, -0.193, 0.002, -0.039, -0.003, -0.206, -0.161, -0.550, 0.022, -0.146, -0.168, -0.136, -0.052, -0.087, -0.053, -0.136, -0.374, -0.065, -0.066, -0.388, -0.059, -0.088, 0.076, 0.076, 0.072, 0.089, 0.070, 0.077, 0.065, 0.105, 0.093, 0.103, 0.120, 0.046, 0.075, 0.059, 0.064, 0.082, 0.073, 0.115, 0.107, 0.117, 0.103, 0.094, 0.103, 0.113, 0.072, 0.074, 0.071, 0.069, 0.080, 0.073, 0.074, 0.075, 0.083, 0.075, 0.068, 0.075, 0.052, -0.422], "spin_multiplicity": 1, "charge": -1, "orbital_gap_ev": 7.7}

---

two | {"formula": "C31H37BaBrN3O2", "method": "wB97M-V/def2-TZVPD", "symbols": ["Ba", "C", "C", "C", "C", "C", "C", "C", "C", "C", "C", "C", "C", "N", "C", "O", "C", "C", "C", "C", "C", "N", "C", "O", "N", "C", "C", "C", "C", "C", "C", "C", "C", "C", "C", "C", "C", "H", "H", "H", "H", "H", "H", "H", "H", "H", "H", "H", "H", "H", "H", "H", "H", "H", "H", "H", "H", "H", "H", "H", "H", "H", "H", "H", "H", "H", "H", "H", "H", "H", "H", "H", "H", "H", "Br"], "coordinates": [[-1.4794, 0.3886, 1.0269], [2.7554, 0.7354, 0.7249], [2.0340, 1.7593, -0.1543], [2.9497, 2.2591, -1.2742], [1.4794, 2.9258, 0.6457], [2.3144, 3.6151, 1.5174], [1.8470, 4.6883, 2.2563], [0.5247, 5.0759, 2.1189], [-0.3454, 4.4234, 1.2511], [-1.7695, 4.9380, 1.1439], [-2.0626, 5.5341, -0.2343], [-2.8255, 3.9019, 1.5316], [0.1355, 3.3370, 0.4954], [-0.7168, 2.5572, -0.3049], [-0.6410, 2.6391, -1.6300], [-0.1243, 3.5157, -2.3328], [-1.2213, 1.4155, -2.3282], [-1.6586, 1.4220, -3.6417], [-2.0787, 0.2191, -4.1932], [-1.9937, -0.9534, -3.4551], [-1.5054, -0.8778, -2.1580], [-1.1743, 0.2902, -1.6175], [-1.2056, -2.1424, -1.3556], [-1.5271, -3.2190, -1.8698], [-0.5589, -1.9348, -0.1976], [0.0929, -3.0682, 0.3359], [1.1086, -3.7152, -0.4005], [1.7547, -4.8167, 0.1475], [1.4511, -5.2844, 1.4125], [0.4965, -4.6151, 2.1592], [-0.1810, -3.5140, 1.6479], [-1.2169, -2.7994, 2.4977], [-2.6316, -2.9688, 1.9357], [-1.2124, -3.1860, 3.9750], [1.5695, -3.2277, -1.7623], [3.0558, -2.8591, -1.7457], [1.2837, -4.2579, -2.8568], [3.0655, -0.1231, 0.1272], [2.1120, 0.3653, 1.5286], [3.6484, 1.1585, 1.1904], [1.1964, 1.2418, -0.6274], [3.8234, 2.7673, -0.8558], [2.4148, 2.9586, -1.9166], [3.3025, 1.4233, -1.8834], [3.3491, 3.3071, 1.6172], [2.5050, 5.2179, 2.9343], [0.1514, 5.9164, 2.6945], [-1.8376, 5.7537, 1.8722], [-1.9588, 4.7856, -1.0176], [-1.3699, 6.3459, -0.4623], [-3.0810, 5.9302, -0.2625], [-2.9468, 3.1458, 0.7582], [-3.7999, 4.3775, 1.6603], [-2.5762, 3.4093, 2.4761], [-1.6479, 2.3493, -4.1967], [-2.4502, 0.1904, -5.2106], [-2.2678, -1.9204, -3.8513], [2.5230, -5.3158, -0.4329], [1.9617, -6.1469, 1.8226], [0.2763, -4.9629, 3.1596], [-0.9342, -1.7363, 2.4874], [-2.9296, -4.0132, 2.0566], [-2.6874, -2.7406, 0.8730], [-3.3567, -2.3426, 2.4599], [-1.5555, -4.2130, 4.1140], [-1.8976, -2.5365, 4.5229], [-0.2201, -3.0941, 4.4200], [1.0221, -2.3169, -2.0017], [3.6828, -3.7374, -1.5746], [3.2758, -2.1354, -0.9594], [3.3488, -2.4240, -2.7042], [1.8633, -5.1698, -2.6880], [1.5648, -3.8599, -3.8356], [0.2247, -4.5091, -2.8721], [-4.5174, 0.4532, 1.2669]], "lowdin_charge": [1.544, -0.057, -0.375, -0.049, -0.142, -0.052, -0.095, -0.052, -0.141, -0.371, -0.052, -0.101, -0.209, -0.113, -0.533, 0.016, -0.186, 0.003, -0.045, 0.006, -0.197, -0.013, -0.540, 0.016, -0.051, -0.176, -0.131, -0.053, -0.094, -0.056, -0.134, -0.410, -0.078, -0.089, -0.369, -0.063, -0.063, 0.061, 0.073, 0.071, 0.105, 0.077, 0.074, 0.077, 0.104, 0.093, 0.103, 0.119, 0.063, 0.082, 0.076, 0.013, 0.081, 0.072, 0.115, 0.103, 0.114, 0.103, 0.092, 0.092, 0.036, 0.092, 0.061, 0.051, 0.079, 0.079, 0.080, 0.117, 0.069, 0.062, 0.076, 0.071, 0.076, 0.069, -0.477], "spin_multiplicity": 1, "charge": -1, "orbital_gap_ev": 7.2}

---

Stability summary: most stable two, least stable one.

---

one | {"formula": "C3H10N5", "method": "wB97M-V/def2-TZVPD", "symbols": ["C", "C", "C", "N", "N", "N", "N", "N", "H", "H", "H", "H", "H", "H", "H", "H", "H", "H"], "coordinates": [[-1.6608, -0.0401, -0.8217], [0.7952, 0.5193, 0.4062], [0.5261, 0.0676, 1.6916], [-1.2752, 1.0502, -0.4042], [-0.5957, -1.0489, -0.7161], [-2.8824, -0.3859, -1.1962], [1.6940, 1.5369, 0.1087], [0.6886, -0.3682, -0.7921], [0.0827, -0.9284, 1.7133], [-0.1182, 0.7462, 2.2791], [1.4192, 0.0072, 2.2330], [-0.5336, -1.9225, -1.2243], [-3.4804, 0.3763, -0.9389], [-3.3439, -1.2667, -1.4688], [1.6338, 2.4172, 0.5574], [2.0486, 1.5620, -0.8086], [0.6678, 0.2494, -1.6904], [1.5068, -1.1531, -0.7876]], "lowdin_charge": [-0.629, -0.332, -0.021, 0.151, 0.047, 0.150, 0.186, 0.040, 0.110, 0.135, 0.089, 0.133, 0.109, 0.136, 0.123, 0.092, 0.218, 0.263], "spin_multiplicity": 1, "charge": 1, "orbital_gap_ev": [8.2, 8.2]}

---

two | {"formula": "C3H10N5", "method": "wB97M-V/def2-TZVPD", "symbols": ["C", "C", "C", "N", "N", "N", "N", "N", "H", "H", "H", "H", "H", "H", "H", "H", "H", "H"], "coordinates": [[-0.3639, -1.0964, -1.3285], [-1.3501, -2.1576, -1.5731], [1.6094, 0.6312, 1.9154], [0.6910, -1.3090, -0.6914], [1.5254, -1.2073, 0.0968], [-0.5287, 0.4164, 0.7886], [0.5301, 0.1475, 1.2350], [-0.6161, 2.1817, 0.0782], [-0.4354, -0.2429, -1.9730], [-1.1297, -3.1656, -1.4460], [-1.6711, -1.9343, -2.6262], [-2.0353, -1.9516, -0.7935], [1.9468, 1.7166, 1.5625], [1.3559, 0.8325, 2.9335], [2.4294, -0.0203, 1.8274], [-0.0576, 2.8045, 0.5786], [-1.5229, 2.2602, 0.3851], [-0.3769, 2.0944, -0.9696]], "lowdin_charge": [-0.182, -0.030, -0.070, -0.052, 0.245, 0.188, -0.158, 0.113, 0.128, 0.072, 0.116, 0.076, 0.150, 0.101, 0.064, 0.048, 0.050, 0.139], "spin_multiplicity": 1, "charge": 1, "orbital_gap_ev": 8.6}

---

three | {"formula": "C3H10N5", "method": "wB97M-V/def2-TZVPD", "symbols": ["N", "C", "N", "C", "N", "C", "N", "N", "H", "H", "H", "H", "H", "H", "H", "H", "H", "H"], "coordinates": [[-3.0049, -0.0482, 0.1666], [-1.7041, 0.1552, -0.0366], [-1.1193, 1.1976, -0.4862], [0.3752, 1.0648, -0.4089], [1.0832, 2.1184, 0.2257], [0.5723, -0.3696, 0.3918], [1.5441, -1.2568, -0.2637], [-0.7998, -0.8850, 0.1223], [-3.7215, 0.3265, -0.4714], [-3.3018, -1.0329, 0.2907], [0.7574, 0.8348, -1.4526], [1.7976, 2.6527, -0.2487], [0.5002, 2.7744, 0.6467], [0.7006, -0.1926, 1.4602], [1.4560, -2.2787, 0.1461], [2.4521, -0.8727, -0.0461], [1.4594, -1.1941, -1.2281], [-1.2083, -1.6058, 0.7560]], "lowdin_charge": [0.165, -0.532, 0.121, -0.326, 0.073, -0.212, 0.237, 0.062, 0.137, 0.123, 0.150, 0.092, 0.063, 0.161, 0.241, 0.169, 0.128, 0.148], "smiles": "NC1=N[C@@H](N)[C@H]([NH3+])N1", "spin_multiplicity": 1, "charge": 1, "orbital_gap_ev": 8.9}

---

Stability summary: most stable three, least stable two.

---

one | {"formula": "C5H13NO", "method": "wB97M-V/def2-TZVPD", "symbols": ["C", "O", "C", "C", "C", "C", "N", "H", "H", "H", "H", "H", "H", "H", "H", "H", "H", "H", "H", "H"], "coordinates": [[0.5180, -0.7688, -1.2571], [1.3062, -1.9149, -1.2839], [0.6029, -0.4977, 0.3904], [-0.5245, 0.4257, 0.7689], [-0.4880, 1.8685, 0.1976], [-1.9758, -0.2527, 0.5934], [2.0534, -0.1218, 0.5256], [-0.4643, -1.0753, -1.5820], [1.0826, 0.1930, -1.7525], [1.4920, -2.0977, -2.3127], [0.4893, -1.3839, 0.8558], [-0.3301, 0.6047, 1.8488], [0.5290, 2.2387, -0.1163], [-0.9660, 2.5350, 0.9733], [-1.1383, 1.9949, -0.6624], [-2.0618, -1.3228, 0.2115], [-2.3794, 0.2880, -0.4167], [-2.6384, -0.0478, 1.3911], [2.6878, -0.8840, 0.1473], [2.2055, 0.2191, 1.4800]], "mulliken_spin": [0.066, 0.027, 0.016, 0.009, 0.011, 0.000, 0.821, 0.013, -0.002, 0.003, 0.056, 0.005, 0.003, -0.002, -0.001, 0.000, 0.000, 0.000, -0.014, -0.011], "spin_multiplicity": 2, "charge": 1, "orbital_gap_ev": [11.9, 6.6]}

---

two | {"formula": "C5H13NO", "method": "wB97M-V/def2-TZVPD", "symbols": ["C", "C", "C", "O", "N", "H", "H", "H", "H", "H", "H", "H", "C", "C", "H", "H", "H", "H", "H", "H"], "coordinates": [[-1.6959, -0.6458, 0.7540], [-1.6761, -0.2433, 2.2421], [-0.3965, -1.1518, 0.2224], [0.5949, -1.2593, 0.9993], [-0.2696, -1.5040, -1.0269], [-2.4346, -1.4100, 0.5095], [-2.0415, 0.1852, 0.1445], [-1.4406, 0.8043, 2.3258], [0.6017, -1.7990, -1.4642], [-1.0039, -1.1896, -1.6604], [-0.8892, -0.7699, 2.7788], [-2.6093, -0.5325, 2.7234], [1.1919, 1.4342, -1.4357], [2.0493, 2.6929, -1.4436], [0.7025, 1.2596, -2.4065], [1.7670, 0.5509, -1.1605], [0.3350, 1.4989, -0.7453], [3.1136, 2.4398, -1.3483], [1.8206, 3.3758, -0.6237], [2.0114, 3.2343, -2.3945]], "mulliken_spin": [0.054, 0.006, -0.017, 0.916, 0.038, 0.004, 0.002, 0.000, -0.004, 0.001, 0.000, 0.000, -0.002, 0.000, 0.000, 0.001, -0.001, 0.000, 0.000, 0.000], "spin_multiplicity": 2, "charge": 1, "orbital_gap_ev": [10.9, 6.1]}

---

three | {"formula": "C5H13NO", "method": "wB97M-V/def2-TZVPD", "symbols": ["C", "N", "C", "C", "C", "C", "O", "H", "H", "H", "H", "H", "H", "H", "H", "H", "H", "H", "H", "H"], "coordinates": [[2.6951, -0.8788, 0.3583], [1.6405, -1.5067, -0.3891], [-0.5384, 0.5321, -1.6590], [-0.4059, 1.0896, -0.2269], [-0.3533, -0.0477, 0.7313], [-1.2629, -0.2263, 1.7612], [-3.0869, 1.1659, -0.1105], [3.2148, -0.1068, -0.2507], [2.3076, -0.3216, 1.2357], [3.4549, -1.5809, 0.7685], [1.9628, -2.4313, -0.6974], [-1.5503, 0.1059, -1.7135], [0.1847, -0.2821, -1.7966], [-0.3712, 1.2789, -2.4146], [-1.3844, 1.5613, -0.0083], [0.4273, 1.7734, -0.1116], [0.4163, -0.8886, 0.4974], [-1.2051, -1.0827, 2.4271], [-2.1216, 0.4168, 1.8046], [-4.0241, 1.4297, -0.2060]], "mulliken_spin": [0.022, -0.945, 0.047, -0.004, 0.238, 0.502, 1.015, -0.073, -0.020, -0.013, 0.030, 0.000, 0.003, 0.005, 0.020, 0.039, 0.089, 0.019, 0.050, -0.025], "spin_multiplicity": 2, "charge": 1, "orbital_gap_ev": [9.3, 6.1]}

---

Stability summary: most stable two, least stable three.